Entry 1:
{"formula": "C23H25Cl17F2NSi", "method": "ωB97M-V/def2-TZVPD", "symbols": ["H", "F", "Cl", "C", "H", "H", "H", "Cl", "H", "C", "C", "C", "H", "Cl", "Cl", "Cl", "H", "Cl", "C", "H", "Cl", "H", "Cl", "C", "C", "Cl", "H", "Cl", "C", "N", "C", "C", "C", "H", "C", "Cl", "C", "H", "C", "H", "C", "H", "H", "C", "H", "H", "C", "H", "H", "Si", "Cl", "F", "C", "Cl", "Cl", "Cl", "Cl", "C", "C", "Cl", "H", "H", "H", "H", "C", "H", "C", "C", "H"], "xyz": [[-1.265, 2.351, 4.833], [-1.385, -1.777, -4.110], [4.308, 3.389, 6.422], [3.578, -1.918, 1.268], [3.783, -3.218, 3.372], [3.868, -0.724, -3.920], [-2.974, -1.426, 1.054], [0.569, 7.121, 1.334], [-2.704, 3.249, 3.845], [3.850, -4.917, -0.108], [-2.395, 1.069, 3.171], [1.333, -0.229, -1.703], [-1.791, -2.308, -1.323], [1.547, 4.229, 6.797], [-1.696, 5.359, 0.858], [-6.157, -3.603, -1.013], [1.032, -2.056, -3.038], [-3.846, -0.456, -3.730], [-1.803, 2.499, 3.802], [-4.422, 0.700, 2.093], [0.668, 4.352, 2.223], [-1.316, 2.460, -2.620], [3.134, 5.367, 4.640], [-2.642, -0.612, 0.265], [4.329, -0.195, -2.954], [-3.821, -5.332, -0.886], [-2.422, 3.065, -0.380], [-3.114, -0.045, 4.491], [-4.818, -4.165, 0.019], [-2.343, 2.025, -0.529], [3.521, -2.032, -0.396], [2.815, 3.894, 5.590], [-2.804, 1.029, 0.514], [3.456, -0.909, 1.859], [-3.499, 1.441, 1.972], [-5.365, -2.908, -4.110], [0.885, -0.892, -3.146], [-0.993, 2.875, 3.027], [-1.670, 1.616, -1.856], [4.322, 0.967, -3.222], [3.767, -3.295, 2.181], [3.659, -3.690, -2.193], [4.039, -5.767, 2.247], [0.080, 5.451, 0.949], [2.828, 0.959, 0.737], [5.445, -0.505, -2.782], [-4.910, -1.350, -4.845], [3.927, -6.002, -0.574], [0.827, -0.778, -0.772], [3.262, -0.388, -1.363], [-6.379, -0.391, -5.161], [-0.802, 0.521, -4.595], [-0.691, -0.552, -3.563], [0.782, 4.973, -0.617], [2.271, 2.592, 4.503], [-4.051, -1.644, -6.378], [-3.814, -2.774, 0.500], [-1.942, -1.146, -1.120], [3.912, -4.815, 1.545], [-5.479, -4.952, 1.474], [1.600, -0.538, -4.031], [-1.443, 0.518, 2.733], [1.132, 0.948, -1.668], [4.744, 1.020, 0.319], [-1.446, 0.022, -2.192], [-3.806, 2.569, 2.024], [3.655, 1.078, -0.116], [3.675, -3.534, -1.033], [3.410, 2.133, -0.618]], "total_charge": 1, "homo_energy_ev": -10.50, "homo_lumo_gap_ha": 0.211}

Entry 2:
{"formula": "C3H8N2O", "method": "ωB97M-V/def2-TZVPD", "symbols": ["H", "C", "H", "H", "C", "H", "H", "N", "H", "H", "N", "C", "H", "O"], "xyz": [[-0.086, 2.001, 0.408], [-0.302, 0.441, 1.622], [-0.509, 0.978, -1.612], [-1.307, -0.277, -0.680], [-0.354, 0.237, -0.832], [-0.460, -0.651, 1.549], [1.168, -2.270, -2.404], [-0.076, 0.991, 0.397], [-0.414, -2.036, -2.065], [1.005, -1.297, -0.231], [0.458, -1.561, -2.277], [0.810, -0.696, -1.117], [1.615, -0.093, -1.530], [-0.614, 1.029, 2.633]], "total_charge": 0, "homo_energy_ev": -9.80, "homo_lumo_gap_ha": 0.395, "smiles": "NCCNC=O"}

Entry 3:
{"formula": "C4H9N3", "method": "ωB97M-V/def2-TZVPD", "symbols": ["H", "C", "C", "C", "H", "H", "H", "N", "N", "H", "H", "H", "N", "C", "H", "H"], "xyz": [[-2.791, 2.198, 0.288], [-1.637, -1.509, -0.763], [2.432, 0.957, -0.276], [-2.463, 1.407, 0.882], [-1.256, -1.696, -1.817], [-2.624, -1.435, -0.826], [2.836, -1.715, 1.773], [-1.838, 0.503, 0.363], [2.413, -1.003, 1.273], [-2.766, 1.588, 1.970], [3.266, 0.780, -1.047], [1.365, 1.086, -0.834], [-1.196, -0.315, -0.151], [2.454, -0.202, 0.418], [2.594, 1.746, 0.388], [-1.468, -2.356, -0.171]], "total_charge": 2, "homo_energy_ev": -19.40, "homo_lumo_gap_ha": 0.386}